A molecular structure, C30H31CoFN2O6PS, computed with ωB97M-V/def2-TZVPD.

The geometry in XYZ format:
```
73
Properties=species:S:1:pos:R:3:mulliken_spin:R:1
Co 0.195 0.684 1.088 1.00
O 2.642 3.876 -0.011 0.00
C 1.979 3.482 1.072 0.00
O 1.097 4.102 1.603 0.00
C 2.637 2.289 1.723 0.00
C 3.981 2.359 2.079 0.00
C 4.540 1.316 2.790 0.00
C 3.745 0.228 3.128 0.00
C 2.427 0.230 2.720 0.00
N 1.888 1.238 2.023 -0.01
C 1.447 -0.880 2.951 0.00
O 1.748 -1.878 3.761 0.00
O 0.359 -0.858 2.407 0.01
H 2.189 4.658 -0.366 0.00
H 4.561 3.226 1.799 0.00
H 5.582 1.344 3.080 0.00
H 4.174 -0.602 3.674 0.00
H 2.597 -1.757 4.202 0.00
O -0.816 2.802 3.063 0.00
N -1.221 1.655 2.419 0.05
C -2.313 1.218 2.896 -0.01
C -3.014 -0.007 2.481 0.00
C -4.000 -0.438 3.367 0.00
C -4.760 -1.568 3.113 0.00
C -4.551 -2.278 1.945 0.00
C -3.585 -1.852 1.044 0.00
C -2.803 -0.729 1.292 0.00
P -1.594 -0.171 0.042 -0.03
C -1.279 -1.658 -0.954 0.00
C -1.577 -1.731 -2.309 0.00
C -1.286 -2.889 -3.025 0.00
C -0.714 -3.977 -2.387 0.00
C -0.419 -3.909 -1.028 0.00
C -0.687 -2.752 -0.319 0.00
C -2.527 0.953 -1.025 0.00
C -3.917 1.039 -0.983 0.00
C -4.586 1.887 -1.854 0.00
C -3.874 2.645 -2.771 0.00
C -2.489 2.564 -2.813 0.00
C -1.814 1.729 -1.937 0.01
H -0.124 3.199 2.496 0.00
H -2.770 1.790 3.702 0.00
H -4.170 0.127 4.276 0.00
H -5.514 -1.883 3.821 0.00
H -5.142 -3.156 1.723 0.00
H -3.441 -2.409 0.127 0.00
H -2.047 -0.895 -2.809 0.00
H -1.528 -2.941 -4.078 0.00
H -0.509 -4.884 -2.941 0.00
H 0.019 -4.762 -0.525 0.00
H -0.449 -2.697 0.737 0.00
H -4.482 0.447 -0.275 0.00
H -5.666 1.952 -1.815 0.00
H -4.398 3.304 -3.451 0.00
H -1.932 3.163 -3.522 0.00
H -0.733 1.690 -1.941 0.00
C 3.764 -2.327 -3.041 0.00
C 2.558 -1.955 -2.194 0.00
S 2.971 -0.936 -0.769 0.01
O 1.633 -0.576 -0.180 -0.01
C 3.586 0.551 -1.591 0.00
C 2.557 1.270 -2.443 0.00
H 3.471 -3.063 -3.788 0.00
H 4.558 -2.766 -2.436 0.00
H 4.170 -1.466 -3.572 0.00
H 2.093 -2.831 -1.740 0.00
H 1.782 -1.431 -2.751 0.00
H 4.479 0.248 -2.143 0.00
H 3.919 1.185 -0.766 0.00
H 2.245 0.672 -3.299 0.00
H 2.995 2.191 -2.830 0.00
H 1.688 1.529 -1.837 0.00
F 0.456 2.073 -0.125 0.00
```

Summary:
Molar mass = 656.56 g/mol
Multiplicity = 2
HOMO-LUMO gap (spin up / spin down) = 7.2 / 7.5 eV
Energy above the lowest of the compared OMol25 structures with the same formula, charge and spin = 3.58 kcal/mol
LUMO energy (spin up / spin down) = -0.13323 / -0.13266 Eh
<S²> = 0.81
Charge = +1
Calculated total energy = -3944.771270 a.u.